The following is a quantum chemistry calculation of 10 unconnected molecules or ions with the total composition C24H72BNO8 in a non-equilibrium geometry, from the OMol25 dataset.

Geometry as XYZ:
```
106
Properties=species:S:1:pos:R:3:forces:R:3
N -0.212 -0.858 0.211 1.08 0.55 -0.75
H -0.269 -0.343 -0.657 -0.77 0.14 -0.74
H 0.287 -1.711 0.005 0.08 -0.65 0.12
H -1.114 -1.020 0.635 -1.13 -0.06 0.60
H 0.390 -0.249 0.746 0.09 0.06 1.07
B -3.866 -0.984 1.969 -0.03 0.16 -0.06
H -4.837 -1.450 1.896 -3.67 -1.96 -0.62
H -3.073 -1.716 1.941 3.55 -3.33 -0.29
H -3.720 -0.229 1.212 0.60 3.14 -3.31
H -3.828 -0.516 2.940 0.31 2.02 3.89
C 0.427 -5.129 -2.633 0.66 0.20 0.58
C 1.821 -5.338 -1.989 0.95 1.12 -0.97
C 3.021 -5.304 -2.990 -1.10 0.14 -0.14
O 2.029 -4.235 -1.061 -0.65 -0.38 -0.13
H 0.334 -4.148 -3.098 0.37 0.12 -0.04
H -0.312 -5.135 -1.832 -0.13 -0.31 -0.09
H 0.178 -5.856 -3.407 0.12 -0.20 0.26
H 1.881 -6.289 -1.460 -0.29 -0.02 0.19
H 3.990 -5.189 -2.503 -0.06 -0.52 0.27
H 2.978 -4.441 -3.654 -0.38 0.14 0.00
H 2.970 -6.188 -3.626 0.35 -0.11 0.07
H 2.856 -4.404 -0.604 0.08 -0.01 0.06
C -1.873 3.539 -2.086 0.53 -0.39 -0.50
C -1.272 2.858 -3.359 -1.24 1.67 0.76
C -0.329 3.731 -4.122 -0.36 1.33 -0.84
O -0.530 1.768 -3.011 0.94 -2.72 1.24
H -2.432 4.430 -2.372 0.07 0.00 0.00
H -1.087 3.816 -1.383 0.25 0.22 -0.20
H -2.534 2.906 -1.494 -0.13 -0.30 -0.40
H -2.093 2.532 -3.997 -0.34 0.20 -0.17
H 0.635 3.845 -3.626 -0.19 0.14 0.27
H -0.803 4.695 -4.303 0.28 0.27 0.01
H -0.126 3.326 -5.114 0.01 -0.24 -0.09
H -0.107 1.479 -3.823 0.27 -0.35 0.07
C -5.635 -2.330 -4.249 0.15 -0.41 -0.90
C -5.425 -1.461 -3.068 -1.49 0.76 -0.19
C -6.331 -0.165 -3.158 1.71 -1.00 0.29
O -5.779 -2.233 -1.950 0.16 0.11 0.62
H -5.302 -3.349 -4.048 0.20 0.05 -0.04
H -5.058 -1.906 -5.071 -0.20 -0.21 -0.35
H -6.690 -2.392 -4.513 -0.02 0.08 -0.09
H -4.371 -1.191 -2.989 0.16 0.32 -0.07
H -6.048 0.378 -2.256 -0.55 0.46 -0.07
H -7.394 -0.402 -3.207 0.15 -0.13 0.22
H -6.049 0.402 -4.045 -0.01 0.17 0.02
H -5.352 -1.794 -1.210 -0.22 -0.19 0.68
C -1.942 5.359 3.732 -0.91 0.19 0.08
C -2.705 4.106 4.206 0.62 1.85 0.11
C -4.248 4.324 4.208 0.79 -0.68 0.51
O -2.231 3.097 3.360 -0.58 -0.78 -0.19
H -0.915 5.149 3.433 -0.18 -0.27 -0.10
H -1.885 6.111 4.520 -0.20 0.10 0.01
H -2.531 5.751 2.903 0.42 0.33 -0.25
H -2.317 3.977 5.216 -0.44 -0.63 0.43
H -4.772 3.514 4.716 0.18 -0.33 0.02
H -4.681 4.362 3.209 0.25 0.38 -0.08
H -4.489 5.195 4.817 0.05 0.28 -0.35
H -2.901 2.410 3.371 0.05 -0.59 -0.24
C 5.703 6.112 -0.661 -0.25 -0.61 0.14
C 5.214 4.663 -0.481 1.27 0.33 1.43
C 6.109 3.822 0.458 1.03 -0.11 -1.01
O 3.960 4.719 0.114 -1.55 0.46 0.21
H 4.965 6.666 -1.241 0.24 -0.03 -0.32
H 6.696 6.102 -1.111 -0.14 0.17 -0.27
H 5.782 6.649 0.285 -0.02 -0.30 0.23
H 5.135 4.161 -1.445 0.26 -0.02 -0.27
H 7.127 3.772 0.073 0.12 -0.16 -0.43
H 5.742 2.796 0.458 -0.06 -0.09 0.24
H 6.302 4.159 1.476 -0.87 0.39 0.03
H 3.682 3.833 0.360 -0.03 -0.05 0.04
C -1.784 -5.994 3.632 -0.48 -0.80 0.09
C -2.935 -5.720 4.621 1.68 -0.40 -0.49
C -2.826 -6.571 5.890 -0.66 -0.15 -0.66
O -2.816 -4.357 4.918 -0.72 0.60 0.84
H -0.838 -5.901 4.164 0.09 0.11 -0.23
H -1.851 -5.320 2.778 0.12 0.28 0.19
H -1.874 -6.989 3.196 0.18 -0.28 0.13
H -3.846 -6.012 4.100 -0.48 0.39 0.18
H -1.901 -6.510 6.463 0.09 0.29 -0.29
H -2.952 -7.588 5.519 0.16 -0.28 0.29
H -3.670 -6.385 6.554 0.05 0.17 0.04
H -3.166 -3.836 4.191 -0.05 0.21 -0.15
C 4.931 0.971 -6.138 0.36 -2.16 1.05
C 4.165 -0.233 -5.387 0.47 2.11 0.38
C 4.345 -0.216 -3.846 0.23 -0.03 -1.15
O 2.799 0.028 -5.567 -1.41 -0.21 -0.18
H 4.810 0.863 -7.216 -0.22 0.21 0.04
H 5.995 0.856 -5.933 0.19 0.12 -0.07
H 4.631 1.952 -5.768 -0.33 -0.23 -0.06
H 4.365 -1.221 -5.802 0.61 0.05 -0.07
H 3.675 -0.948 -3.394 0.09 -0.08 -0.05
H 4.052 0.772 -3.488 0.15 0.03 0.07
H 5.379 -0.438 -3.583 -0.04 0.09 0.16
H 2.556 -0.258 -6.450 -0.15 0.11 -0.09
C 2.472 1.511 5.694 0.52 -1.62 -0.45
C 2.661 0.680 4.369 0.42 0.01 -0.18
C 2.283 -0.808 4.404 0.28 0.71 1.54
O 1.924 1.253 3.315 -0.82 0.79 -0.68
H 2.799 2.550 5.654 -0.22 -0.09 -0.44
H 3.045 1.043 6.495 0.21 -0.07 -0.01
H 1.443 1.411 6.041 -0.23 0.29 -0.23
H 3.661 0.725 3.937 0.49 0.23 0.78
H 2.639 -1.361 3.535 -0.34 0.27 -0.15
H 1.205 -0.841 4.568 -0.06 -0.47 -0.27
H 2.765 -1.256 5.273 -0.05 -0.25 0.10
H 1.113 1.595 3.698 -0.34 0.15 -0.16
```
Forces are in eV/Å.

Properties
- LUMO energy: -0.029 hartree
- ΔE to the lowest compared entry with this formula, charge and spin: 606.71 kJ/mol
- Charge: 0
- Orbital gap: 0.26575 Ha
- Calculated total energy: -44595.8851 eV